Molecular formula: C36H42N4O2P2S6SbY
Method: DFT, ωB97M-V with the def2-TZVPD basis set

Atoms and positions in Å:
1 H 3.574 -3.376 -1.833
2 H -5.938 0.155 2.093
3 H -2.575 -2.147 -3.341
4 O -3.381 0.036 0.920
5 C 1.749 -2.290 0.802
6 H 3.734 0.371 -4.484
7 H 2.076 2.579 1.098
8 C 3.180 3.244 -2.778
9 H 3.835 -1.607 2.444
10 H -0.634 2.727 -2.180
11 H -5.810 2.363 -2.926
12 H 2.357 1.593 2.515
13 H -4.307 -1.729 2.640
14 C 2.268 2.777 -1.845
15 H -6.340 -0.552 -4.135
16 H 6.515 1.816 3.813
17 C -2.624 -0.127 -3.393
18 C -2.423 3.837 0.471
19 H 1.495 0.049 6.477
20 N -3.386 0.964 -3.542
21 C 2.012 -0.297 5.592
22 C 4.713 2.825 1.752
23 H -5.989 -1.354 -0.421
24 C -4.673 0.802 -3.806
25 H 2.101 -0.463 -2.833
26 C 3.340 -0.688 5.668
27 H -6.378 1.900 -4.533
28 H -3.225 4.525 0.709
29 H 3.862 -0.644 6.615
30 H 2.941 -1.289 -0.679
31 C -1.975 3.716 -0.839
32 C 2.485 -4.640 -0.483
33 S -1.922 -6.404 0.682
34 C 2.004 -0.812 3.238
35 H 3.473 4.286 -2.771
36 C 3.331 1.044 -3.740
37 C -1.847 3.071 1.471
38 H 4.182 1.591 0.067
39 S -0.986 -0.151 -2.993
40 H -5.971 0.402 -0.260
41 C -4.496 -1.566 -3.785
42 H -4.352 -3.581 -4.478
43 H 7.965 1.424 2.875
44 C -5.283 -0.456 -3.936
45 C 1.324 -3.525 1.294
46 C -5.489 2.053 -3.923
47 H 1.841 3.461 -1.121
48 C -4.966 -2.979 -3.807
49 C 3.716 2.377 -3.720
50 S -1.217 -3.319 -1.299
51 C 1.892 1.435 -1.848
52 N 1.831 0.516 0.782
53 H 4.434 0.695 1.555
54 H 0.680 -3.579 2.164
55 C 3.333 -1.223 3.325
56 H 4.392 3.743 1.254
57 H -4.875 -3.403 -2.804
58 H 6.459 0.558 2.554
59 C -0.822 2.188 1.161
60 P 1.113 -0.810 1.663
61 H 0.300 -0.071 4.314
62 C -5.607 -0.536 0.187
63 C 4.000 -1.156 4.537
64 C -0.358 2.064 -0.150
65 S 6.513 2.792 1.605
66 C 2.576 -2.242 -0.316
67 H 4.458 2.930 2.811
68 Sb -2.854 -4.445 0.129
69 H -2.428 4.304 -1.627
70 C 6.882 1.523 2.829
71 C 4.015 1.618 1.146
72 C 2.941 -3.417 -0.956
73 C 1.343 -0.360 4.377
74 H -0.383 1.593 1.954
75 S -3.406 -2.288 3.472
76 H -6.947 -1.059 1.646
77 O -3.582 -0.987 -1.003
78 H -6.004 -3.038 -4.126
79 H 5.030 -1.480 4.605
80 P 0.824 0.731 -0.570
81 C -4.105 -0.501 0.041
82 H 4.431 2.742 -4.447
83 H -2.198 3.146 2.491
84 H -4.880 2.852 -4.340
85 N -3.193 -1.363 -3.558
86 H 1.301 -5.642 1.007
87 S -1.936 -2.797 2.100
88 N -6.000 -0.713 1.577
89 C 2.521 1.637 1.434
90 C -0.953 2.835 -1.152
91 C 2.418 0.574 -2.807
92 Y -1.471 -1.108 -0.013
93 C 1.685 -4.696 0.650
94 H 2.746 -5.552 -1.004

Results
Calculated total energy ... -139246.239 eV
ΔE to the lowest compared entry with this formula, charge and spin ... 128.3 kJ/mol
HOMO level ... -6.7 eV



Molecular formula: C36H42N5O7S
Method: DFT, ωB97M-V with the def2-TZVPD basis set

Atoms and positions in Å:
1 H 4.473 -0.600 -0.559
2 C -2.078 9.873 0.236
3 H -2.596 1.439 -2.889
4 C -2.499 8.610 2.262
5 N 1.502 1.975 0.216
6 H -4.528 4.572 -2.412
7 C -1.048 -3.586 -0.362
8 H 1.131 -1.873 -2.262
9 N 1.995 -0.117 -0.863
10 H 1.910 -6.068 -0.407
11 H -4.820 3.133 -1.462
12 H -0.226 5.051 -0.522
13 N 3.488 0.804 0.612
14 C -3.028 3.206 1.984
15 C 2.347 0.924 0.004
16 C 0.543 -10.152 -0.850
17 C 0.330 -1.821 -1.522
18 H 2.369 3.468 1.469
19 C -2.544 8.744 0.886
20 O -3.128 7.779 -1.123
21 C 0.160 -3.197 -0.932
22 H -0.241 1.168 -2.323
23 H 1.942 1.960 2.292
24 H 2.012 -9.748 -2.356
25 C 3.793 -1.608 1.234
26 O 0.241 4.519 2.022
27 H 1.971 2.530 -1.775
28 H -2.127 9.945 -0.840
29 C -2.782 3.385 -2.008
30 H -0.558 -1.498 -2.064
31 O -1.642 3.042 3.955
32 C -2.081 2.232 -2.361
33 H 1.762 3.886 -0.634
34 H -2.137 -5.140 0.618
35 H 3.381 -2.302 0.505
36 H 5.314 -0.103 0.939
37 H -1.927 9.563 4.088
38 H -1.018 -10.709 0.509
39 H 2.945 -1.276 1.837
40 C -0.744 2.086 -2.039
41 H 4.124 -4.386 1.225
42 C -1.969 9.648 3.011
43 C -2.088 4.400 -1.356
44 H -4.540 2.961 -3.183
45 C -0.747 4.259 -1.044
46 C -0.115 -5.738 0.178
47 H -2.626 5.295 -1.081
48 H 1.066 -11.418 -3.919
49 C 4.362 -0.376 0.495
50 C -1.500 10.793 2.380
51 H -0.920 -12.732 -3.263
52 O -0.690 2.471 1.986
53 N 1.115 -9.171 0.086
54 C -1.553 10.904 0.997
55 H 2.169 -3.800 -1.395
56 C 1.638 2.655 1.513
57 H 3.799 1.545 1.224
58 H -0.231 -6.725 0.604
59 C -1.099 -11.802 -1.341
60 H -1.970 -12.376 -1.055
61 S 5.339 -3.938 1.556
62 C 0.328 3.333 1.877
63 H -3.410 4.191 2.239
64 C 1.095 -5.359 -0.390
65 C -1.795 2.949 2.783
66 C -4.246 3.528 -2.304
67 O 0.588 -9.050 1.173
68 C 1.144 -10.327 -2.083
69 N -3.117 7.654 0.084
70 C 1.227 -4.092 -0.945
71 H -3.759 2.443 2.248
72 H -2.823 3.135 0.921
73 H 0.893 -1.264 0.499
74 H -0.073 -0.051 -0.321
75 C -0.509 -11.999 -2.582
76 C 0.724 -0.783 -0.463
77 H -1.094 11.604 2.970
78 H -1.898 -2.915 -0.346
79 O -3.548 6.677 0.670
80 H 4.313 -2.490 3.126
81 C -0.572 -10.871 -0.461
82 C 0.609 -11.263 -2.952
83 C 1.376 2.919 -0.950
84 C -0.061 3.095 -1.367
85 C 4.790 -2.312 2.166
86 C -1.186 -4.853 0.193
87 H -2.870 7.716 2.739
88 O 2.082 -8.533 -0.282
89 H 5.691 -1.725 2.324
90 H -1.188 11.797 0.509
91 H 1.871 0.282 -1.793

Results
Calculated total energy ... -70620.634 eV
Net charge ... +1
HOMO level ... -11.3 eV



Molecular formula: C36H42NO31P
Method: DFT, ωB97M-V with the def2-TZVPD basis set

Atoms and positions in Å:
1 H -2.447 3.126 -1.074
2 O -2.956 6.245 -7.893
3 O 0.054 -4.481 2.558
4 C -2.573 -6.465 1.721
5 O -2.907 6.261 -3.704
6 C -3.971 5.404 -9.770
7 O -2.382 -5.152 6.947
8 C -2.725 -6.251 6.247
9 O -5.940 12.055 -7.780
10 H 2.936 -10.829 6.794
11 H -7.014 10.159 -6.005
12 C 2.730 -0.878 -0.040
13 H 1.232 -3.675 1.041
14 H 0.580 3.554 -0.943
15 H -1.295 3.183 -2.415
16 H -2.964 4.213 -8.248
17 H -1.318 -5.741 8.613
18 H 2.097 2.930 5.073
19 C -1.439 2.871 -1.386
20 O 4.007 0.810 1.111
21 O 3.448 1.664 5.979
22 C -6.391 12.793 -6.734
23 O 4.904 3.070 5.038
24 H 4.230 -9.927 7.605
25 H 2.288 1.357 4.276
26 O -1.256 1.451 -1.258
27 O -6.358 12.068 -5.586
28 H -5.562 10.012 -7.925
29 H -2.272 -7.006 0.821
30 H -4.101 7.034 -5.234
31 H -0.524 -4.502 7.624
32 C -5.374 10.849 -7.258
33 C -6.074 10.708 -5.927
34 P -0.098 -4.131 -1.555
35 O 0.779 -4.584 -2.888
36 O -3.790 -6.415 5.735
37 C 6.125 -0.481 -1.026
38 H -3.676 6.046 -10.601
39 H -5.453 10.241 -5.167
40 O 0.198 -5.359 -0.494
41 H 7.576 -3.457 -1.230
42 C -0.799 -5.311 2.487
43 O -4.911 6.114 -8.951
44 C -1.128 -5.404 7.592
45 O 7.197 0.029 -0.953
46 H -1.860 5.141 -9.279
47 C -5.148 5.779 -3.794
48 C -0.531 -6.485 6.726
49 C 1.335 -1.773 -1.790
50 O -1.913 -5.194 1.738
51 O 5.770 -1.609 -0.363
52 C 3.982 2.700 4.005
53 O 5.296 2.281 7.111
54 H -4.296 10.984 -7.152
55 O -2.516 5.329 -1.693
56 O -1.706 -7.142 6.200
57 H 4.695 -0.691 -2.626
58 C 6.810 -2.220 0.359
59 H 4.446 1.946 3.369
60 H 2.814 -1.886 1.848
61 N 3.946 0.770 -1.227
62 C -3.961 6.120 -4.667
63 C -4.230 6.687 -7.939
64 C -3.248 5.555 -2.605
65 H -1.966 -8.184 2.911
66 H 5.551 0.818 -2.566
67 C 2.170 -8.131 8.186
68 C 4.617 2.334 6.138
69 H 3.720 3.562 3.397
70 H 0.047 -6.086 5.891
71 O 2.346 1.080 -2.904
72 H -0.682 4.350 0.016
73 C 2.402 -1.878 0.849
74 H -3.702 5.312 -5.355
75 C -0.386 3.417 -0.453
76 H -5.676 6.666 -3.439
77 H 3.099 -10.783 9.568
78 H 8.154 -3.832 0.437
79 H 1.522 -10.791 8.757
80 C 3.149 -10.044 7.514
81 O -4.529 5.131 -2.676
82 H -5.859 5.116 -4.279
83 O -0.773 -6.488 3.150
84 O -6.764 13.915 -6.811
85 H -4.414 4.494 -10.165
86 H 0.945 -1.727 -2.800
87 O -0.538 0.129 0.410
88 H -3.653 -6.343 1.713
89 O -4.692 7.483 -7.179
90 C 2.202 -0.793 -1.338
91 C 2.813 2.155 4.793
92 O 2.212 -8.921 9.281
93 C 5.058 0.082 -1.941
94 C -2.837 5.143 -8.803
95 C 2.752 0.436 -1.990
96 O -0.266 2.367 0.519
97 C 3.647 0.311 0.089
98 C -0.675 1.212 -0.061
99 C 1.020 -2.816 -0.905
100 O 1.805 -6.997 8.184
101 O 7.211 -1.746 1.363
102 H 0.094 -7.175 7.292
103 H 1.657 -4.183 -2.847
104 C 2.472 -10.262 8.850
105 C 7.320 -3.519 -0.176
106 C 1.517 -2.861 0.387
107 H 1.155 -5.404 -0.349
108 H -2.676 -6.866 3.854
109 C -2.060 -7.103 2.990
110 H 6.535 -4.264 -0.033
111 O 2.586 -8.798 7.088

Results
Calculated total energy ... -112265.913 eV
Structure (SMILES) ... CC(=O)OC(=O)CN1C(=O)c2ccc(P(O)O)cc2C1=O.O=C1OCCO1.O=C1OCCO1.O=C1OCCO1.O=C1OCCO1.O=C1OCCO1.O=C1OCCO1.O=C1OCCO1.O=C1OCCO1
HOMO level ... -9.2 eV



Molecular formula: C36H42O2
Method: DFT, ωB97M-V with the def2-TZVPD basis set

Atoms and positions in Å:
1 C 2.851 -1.344 1.761
2 C 3.789 -1.284 -0.858
3 H -4.395 -4.932 -5.886
4 C 2.448 -1.024 -0.593
5 C 2.953 1.909 6.423
6 H -5.385 2.959 -8.071
7 H 4.806 -1.392 7.214
8 C -6.928 0.458 -6.375
9 H -1.524 6.039 -1.379
10 H -7.493 -0.451 -6.549
11 H 2.930 2.226 8.549
12 C -5.942 2.044 -4.852
13 C -0.139 2.309 -0.767
14 H 4.103 0.105 9.057
15 H 8.524 -4.811 2.810
16 C 1.980 -1.051 0.717
17 C -2.053 3.910 -1.648
18 C -5.082 -4.778 -3.855
19 C -5.746 2.376 -7.230
20 C -4.268 -2.121 -3.992
21 H 8.311 -3.929 7.001
22 H -1.882 3.038 0.479
23 H -3.424 2.942 -3.090
24 C 3.341 1.064 5.388
25 H 2.487 -1.363 2.783
26 H -5.679 -4.331 -1.839
27 H 4.319 -0.778 4.866
28 O -4.558 3.412 -1.408
29 C -1.217 3.443 -0.360
30 H -1.354 3.785 -2.552
31 H 1.768 -0.798 -1.407
32 H -0.719 4.378 0.068
33 C 4.190 -1.613 1.494
34 H 3.122 1.330 4.360
35 H -5.398 -5.814 -3.801
36 C 3.231 1.565 7.742
37 H -3.684 -2.564 -6.012
38 C -6.468 1.208 -7.453
39 C -5.238 -3.945 -2.752
40 C 8.217 -4.156 3.618
41 H -3.175 5.599 -0.592
42 C -4.519 -4.282 -5.026
43 H 6.640 -1.199 4.148
44 H 7.327 -2.703 2.307
45 C -4.117 -2.953 -5.097
46 H -7.014 0.287 -4.234
47 C 7.159 -2.126 4.369
48 H 9.013 -5.426 5.158
49 H -5.736 2.369 -3.837
50 H -0.578 1.580 -1.539
51 C -4.892 2.788 -0.194
52 C 4.286 -0.466 6.992
53 C 8.492 -4.501 4.937
54 C 7.547 -2.970 3.335
55 C 7.438 -2.469 5.688
56 H 0.935 -0.845 0.924
57 H -5.318 3.457 0.635
58 H 4.155 -1.256 -1.879
59 H 2.434 2.835 6.201
60 C -6.661 0.874 -5.075
61 C 4.011 -0.121 5.673
62 C 8.100 -3.659 5.973
63 H 0.823 2.758 -1.187
64 H -4.944 -1.970 -1.957
65 C 4.659 -1.582 0.185
66 H 4.868 -1.848 2.308
67 C -2.497 5.447 -1.498
68 H -3.032 1.870 -1.671
69 C 3.893 0.376 8.028
70 H -4.929 3.711 -5.756
71 C -3.300 2.936 -1.947
72 H 7.138 -1.809 6.495
73 H -3.950 -1.085 -4.045
74 O -4.824 1.579 0.051
75 C -5.486 2.797 -5.930
76 H -3.106 5.800 -2.403
77 H 0.164 1.714 0.167
78 C -4.827 -2.618 -2.819
79 H -6.673 0.882 -8.467
80 H 5.703 -1.790 -0.022

Results
Calculated total energy ... -42106.613 eV
Structure (SMILES) ... CC[C@H](C)COC=O.c1ccccc1.c1ccccc1.c1ccccc1.c1ccccc1.c1ccccc1
ΔE to the lowest compared entry with this formula, charge and spin ... 69.9 kJ/mol
HOMO level ... -9.2 eV